[1]
C41H34AsN3O2RuS4Sb as an isolated structure, computed with ωB97M-V with the def2-TZVPD basis set.

The geometry in XYZ format:
```
87
Properties=species:S:1:pos:R:3:forces:R:3:lowdin_spin:R:1
Ru 0.905 -0.675 0.463 0.41 0.73 0.18 2.0318
C 0.543 0.385 5.754 -0.04 0.17 0.08 0.0051
O 0.380 1.519 4.874 0.02 -0.07 -0.27 0.0674
C 0.711 1.086 3.633 -0.13 0.17 -0.01 0.2022
N 0.750 -0.256 3.558 0.26 0.15 0.16 0.1377
C 0.265 -0.805 4.843 0.17 -0.21 -0.04 0.0101
C -1.190 -1.187 4.832 -0.08 -0.14 0.13 0.0122
C -2.152 -0.413 4.199 0.01 0.06 -0.12 0.0124
C -3.482 -0.802 4.218 -0.07 0.00 0.02 0.0063
C -3.862 -1.954 4.888 0.02 -0.02 0.02 0.0008
C -2.908 -2.718 5.542 -0.02 0.05 -0.05 0.0054
C -1.579 -2.335 5.510 0.01 0.03 -0.08 0.0014
C 0.936 2.010 2.612 0.03 -0.03 0.04 0.1121
C 0.961 3.401 2.928 0.03 0.03 -0.09 0.0654
C 1.411 4.298 2.011 0.05 -0.07 -0.12 0.0446
C 1.902 3.817 0.774 -0.10 -0.03 0.25 0.1122
C 1.775 2.475 0.519 0.11 -0.17 -0.16 0.0173
N 1.221 1.565 1.344 -0.13 -0.10 -0.07 0.2041
C 2.308 1.900 -0.725 -0.30 0.04 0.25 0.0078
N 2.025 0.721 -1.105 0.32 0.07 0.03 0.0590
C 2.794 0.454 -2.325 -0.27 0.02 -0.11 0.0043
C 3.433 1.829 -2.628 0.13 0.09 -0.08 0.0031
O 3.144 2.637 -1.458 -0.09 -0.16 -0.07 0.0080
C 3.736 -0.697 -2.104 0.14 -0.02 -0.10 0.0007
C 4.436 -0.825 -0.908 -0.03 0.01 -0.01 0.0006
C 5.291 -1.896 -0.715 0.00 0.01 0.01 0.0006
C 5.457 -2.847 -1.712 -0.04 0.02 -0.02 0.0005
C 4.764 -2.723 -2.906 0.00 -0.02 0.00 0.0006
C 3.903 -1.652 -3.097 0.05 -0.02 0.02 0.0017
H -0.176 0.504 6.561 0.07 -0.10 0.00 0.0002
H 1.568 0.396 6.132 -0.03 -0.04 0.02 0.0018
H 0.862 -1.684 5.090 0.01 0.08 0.04 0.0013
H -1.863 0.481 3.657 0.00 0.00 0.01 0.0017
H -4.223 -0.219 3.693 -0.05 0.06 -0.07 0.0002
H -4.896 -2.267 4.883 -0.07 -0.01 -0.01 0.0000
H -3.190 -3.632 6.043 -0.04 -0.07 0.04 0.0004
H -0.827 -2.965 5.964 0.07 -0.05 0.05 0.0002
H 0.646 3.718 3.910 -0.03 -0.03 0.06 0.0033
H 1.437 5.352 2.241 0.01 0.05 0.00 0.0005
H 2.367 4.463 0.049 0.05 0.04 -0.08 0.0060
H 2.098 0.198 -3.131 0.07 0.00 0.08 -0.0003
H 2.967 2.327 -3.480 0.05 -0.09 0.01 0.0003
H 4.515 1.794 -2.745 -0.04 -0.03 -0.04 0.0003
H 4.286 -0.105 -0.112 0.02 -0.01 -0.02 -0.0004
H 5.819 -2.000 0.222 0.03 0.00 0.06 0.0000
H 6.115 -3.688 -1.552 0.05 -0.06 0.00 0.0000
H 4.881 -3.465 -3.684 0.00 -0.03 -0.01 0.0000
H 3.349 -1.566 -4.025 -0.03 0.03 -0.04 0.0000
S -0.165 -4.204 2.842 -0.08 -0.14 0.07 0.2635
Sb -1.085 -2.561 1.600 -0.06 -0.26 0.40 0.2336
S 1.789 -1.179 2.528 -0.14 -0.13 0.04 0.2003
S 1.067 -2.713 -0.200 0.19 0.21 -0.08 0.8397
S -2.933 -3.016 0.422 -0.22 0.00 -0.25 0.2054
C -1.280 -3.710 -4.428 0.07 -0.03 -0.06 0.0004
C -0.068 -3.093 -4.152 -0.04 0.05 0.02 0.0046
C -0.021 -2.055 -3.235 0.02 -0.07 -0.05 0.0150
C -1.181 -1.625 -2.596 -0.02 0.04 0.00 0.0184
C -2.389 -2.252 -2.864 0.02 -0.07 -0.09 0.0023
C -2.432 -3.293 -3.785 -0.08 0.10 0.10 0.0042
As -0.954 -0.219 -1.294 -0.03 0.00 -0.04 0.0371
C -2.676 0.391 -0.684 0.01 -0.02 -0.13 -0.0001
C -3.755 0.513 -1.552 -0.07 0.07 -0.02 0.0008
C -4.934 1.091 -1.109 0.02 0.00 0.04 0.0001
C -5.027 1.578 0.190 0.02 -0.05 -0.09 0.0002
C -3.940 1.479 1.042 0.06 0.01 0.14 0.0000
C -2.765 0.877 0.611 0.01 0.01 0.20 0.0003
C -0.580 1.323 -2.438 -0.18 -0.05 0.08 0.0075
C -0.439 1.246 -3.814 0.11 -0.03 -0.11 0.0027
C -0.182 2.400 -4.552 0.01 -0.06 -0.06 0.0003
C -0.078 3.626 -3.921 0.00 0.03 0.06 0.0015
C -0.247 3.708 -2.542 0.01 0.00 -0.03 0.0006
C -0.502 2.564 -1.809 -0.06 0.02 0.00 0.0019
H -1.321 -4.529 -5.133 0.00 -0.02 -0.02 -0.0001
H 0.840 -3.429 -4.632 0.04 -0.02 -0.02 0.0001
H 0.939 -1.609 -2.998 -0.05 0.00 0.03 0.0049
H -3.287 -1.965 -2.338 0.01 -0.03 0.03 0.0008
H -3.372 -3.788 -3.980 -0.05 -0.04 -0.01 0.0003
H -3.683 0.173 -2.579 0.03 0.04 0.06 0.0002
H -5.777 1.173 -1.783 -0.02 0.01 0.00 0.0000
H -5.944 2.038 0.530 -0.04 0.02 0.02 0.0000
H -3.999 1.871 2.051 -0.03 -0.02 -0.02 0.0000
H -1.922 0.785 1.297 -0.08 -0.02 -0.16 0.0014
H -0.525 0.295 -4.328 -0.01 0.03 0.05 0.0003
H -0.073 2.332 -5.628 0.00 0.00 0.01 0.0000
H 0.120 4.520 -4.496 0.01 0.04 -0.03 0.0001
H -0.186 4.663 -2.039 0.01 0.05 0.01 0.0002
H -0.650 2.641 -0.736 -0.01 -0.03 -0.01 0.0005
```
Positions in Å, forces in eV/Å.

- LUMO (spin up / spin down) (eV) = -0.30 / -1.28
- largest force on an atom (eV/A) = 0.86
- <S²> = 8.82
- electronic energy (hartree) = -6061.15131
- Kohn-Sham gap (spin up / spin down) (Eh) = 0.2243 / 0.2094
- multiplicity = 6
- relative energy (zero: lowest compared OMol25 entry of this formula, charge and spin) (kJ/mol) = 134.6

***

[2]
C41H34AuBrF5N3O2P2 as an isolated structure, computed with ωB97M-V with the def2-TZVPD basis set.

The geometry in XYZ format:
```
89
Properties=species:S:1:pos:R:3:forces:R:3:mulliken_charge:R:1
Au 0.845 -0.379 1.350 -0.51 0.72 -0.22 1.6919
C 2.355 -1.048 4.616 -0.05 0.03 0.01 -1.1036
O 1.159 -0.812 3.871 0.12 -0.05 -0.02 -0.2975
C -0.027 -1.131 4.462 -0.21 -0.01 -0.10 0.4092
C -0.146 -1.554 5.761 -0.10 0.00 0.00 -0.2723
C -1.413 -1.841 6.289 -0.11 0.03 -0.15 -1.1801
Br -1.544 -2.418 8.074 -0.02 -0.01 0.04 -0.1795
C -2.537 -1.698 5.520 0.21 -0.05 0.18 -0.3377
C -2.424 -1.273 4.184 0.07 0.04 -0.08 0.4030
C -1.164 -0.996 3.611 0.06 -0.10 0.29 0.8783
O -1.035 -0.625 2.364 0.09 -0.13 -0.12 -0.8732
C -3.614 -1.090 3.388 0.16 -0.05 0.12 0.3227
N -3.625 -0.668 2.122 0.07 -0.02 0.16 0.4124
C -4.933 -0.573 1.670 -0.19 0.01 -0.03 0.4961
C -5.472 -0.176 0.454 -0.03 -0.01 0.03 -0.8495
C -6.849 -0.204 0.350 -0.05 -0.01 0.03 -0.5501
C -7.662 -0.611 1.417 0.02 0.00 0.01 -0.5174
C -7.127 -1.005 2.629 0.05 0.02 -0.08 -0.8984
C -5.743 -0.974 2.730 -0.10 0.03 -0.12 0.4167
N -4.885 -1.288 3.778 0.19 0.01 -0.05 -0.0504
H 2.389 -0.402 5.493 0.02 -0.01 0.00 0.4118
H 3.179 -0.805 3.951 0.00 0.00 0.03 0.1911
H 2.422 -2.096 4.911 0.01 0.01 0.01 0.4624
H 0.722 -1.663 6.393 0.01 -0.01 0.03 0.5763
H -3.500 -1.919 5.958 -0.02 0.00 0.02 0.5230
H -2.730 -0.454 1.685 -0.01 -0.01 -0.04 -0.2278
H -4.852 0.148 -0.370 0.04 0.00 0.00 0.4991
H -7.316 0.101 -0.575 -0.01 0.01 -0.03 0.4077
H -8.734 -0.615 1.289 -0.02 0.00 -0.01 0.4097
H -7.755 -1.317 3.450 -0.02 -0.01 0.03 0.4292
H -5.157 -1.602 4.694 -0.03 0.00 0.00 0.2283
C 3.152 -0.430 -2.308 0.05 0.03 -0.04 -1.1731
N 1.971 0.301 -1.805 0.18 -0.10 0.27 0.4459
P 0.534 0.323 -2.646 -0.19 -0.18 -0.18 0.5256
C 0.743 1.054 -4.277 0.01 0.18 0.04 0.0233
C 1.524 0.483 -5.285 0.01 -0.11 0.02 -0.0491
C 1.661 1.129 -6.500 -0.01 0.05 -0.04 -0.8620
C 1.016 2.341 -6.721 0.01 -0.02 -0.01 -0.4387
C 0.229 2.906 -5.730 0.00 0.00 0.00 -0.8324
C 0.091 2.266 -4.507 0.01 0.05 -0.03 -0.0604
C -0.087 -1.298 -3.009 -0.04 0.12 -0.07 0.7092
C -1.041 -1.407 -4.035 0.04 -0.02 0.06 -1.5827
C -1.687 -2.593 -4.277 -0.11 0.06 -0.16 -0.2754
C -1.474 -3.788 -3.526 0.24 0.01 0.23 -0.8496
C -0.590 -3.751 -2.516 -0.07 -0.07 -0.16 -0.7203
C 0.032 -2.472 -2.094 -0.27 0.06 0.07 1.2082
P 1.908 0.986 -0.209 0.22 -0.15 -0.16 0.3619
C 1.026 2.530 -0.504 0.05 0.01 0.00 0.9419
C 0.000 2.885 0.363 -0.11 0.07 0.05 -0.4202
C -0.647 4.103 0.212 -0.02 0.01 0.02 -0.7079
C -0.270 4.967 -0.803 0.02 0.00 -0.02 -0.6170
C 0.754 4.615 -1.678 -0.03 -0.01 0.04 -0.8361
C 1.400 3.401 -1.529 0.01 0.05 -0.04 -0.2405
C 3.612 1.404 0.184 0.00 0.09 0.13 0.4218
C 4.033 1.146 1.487 0.05 0.00 -0.06 -0.2326
C 5.299 1.534 1.905 -0.03 -0.02 -0.01 -0.6683
C 6.148 2.175 1.020 0.03 0.02 -0.01 -0.6423
C 5.734 2.441 -0.282 0.04 0.01 0.02 -0.8235
C 4.472 2.066 -0.697 -0.09 -0.02 -0.06 -0.0212
H 3.418 -0.046 -3.293 0.03 -0.02 -0.01 0.3601
H 2.955 -1.497 -2.358 0.05 0.06 -0.06 0.1729
H 4.000 -0.264 -1.649 -0.02 -0.01 0.03 0.5381
H 2.013 -0.471 -5.133 0.01 -0.02 0.02 0.4450
H 2.266 0.687 -7.280 0.01 -0.01 -0.01 0.4515
H 1.124 2.839 -7.674 0.00 0.02 -0.02 0.4266
H -0.279 3.844 -5.908 -0.01 0.01 0.00 0.4508
H -0.518 2.711 -3.731 0.00 0.00 0.02 0.4691
H -1.227 -0.569 -4.691 0.03 0.06 0.01 0.5119
H -2.367 -2.631 -5.119 -0.03 -0.02 -0.01 0.4574
H -1.981 -4.697 -3.808 -0.01 -0.05 0.01 0.4739
H -0.330 -4.615 -1.919 -0.02 -0.05 0.02 0.5105
H -0.603 -2.160 -1.233 0.12 -0.05 0.07 -0.0360
H -0.298 2.213 1.161 0.03 -0.01 0.00 0.1791
H -1.440 4.379 0.893 -0.02 0.01 0.01 0.4769
H -0.768 5.920 -0.915 -0.02 0.02 0.00 0.4289
H 1.052 5.291 -2.467 0.01 0.02 -0.02 0.4914
H 2.192 3.134 -2.218 0.01 -0.01 0.00 0.2049
H 3.368 0.645 2.178 -0.04 0.00 0.01 -0.1085
H 5.620 1.333 2.917 0.01 -0.01 0.03 0.4673
H 7.137 2.471 1.339 0.02 0.01 0.01 0.4204
H 6.401 2.944 -0.968 0.00 0.01 -0.01 0.4609
H 4.162 2.278 -1.712 0.01 0.00 -0.01 0.2810
F 3.229 -2.103 1.639 0.13 0.04 0.08 -0.1576
C 2.054 -2.168 1.069 0.14 -0.38 -0.04 -0.3476
F 1.308 -2.680 -1.647 0.04 -0.06 0.03 -0.3330
C 1.434 -3.481 1.595 -0.17 -0.07 0.19 0.5890
F 1.414 -3.569 2.930 0.04 -0.02 -0.14 -0.2154
F 2.125 -4.503 1.095 0.03 -0.02 -0.01 -0.2523
F 0.168 -3.569 1.159 -0.05 0.00 -0.02 -0.2328
```
Positions in Å, forces in eV/Å.

- LUMO (spin up / spin down) (eV) = -7.45 / -7.45
- largest force on an atom (eV/A) = 0.90
- electronic energy (hartree) = -5788.67013
- charge = +2
- Kohn-Sham gap (spin up / spin down) (Eh) = 0.1702 / 0.1702
- multiplicity = 1
- relative energy (zero: lowest compared OMol25 entry of this formula, charge and spin) (kJ/mol) = 224.9

***

Question: Which formula does entry 2 have?
Answer: C41H34AuBrF5N3O2P2

***

Question: Which value of electronic energy does entry 2 give?
Answer: -5788.67013 hartree

***

Question: Look up the relative energy (zero: lowest compared OMol25 entry of this formula, charge and spin) of the second one.
Answer: 224.9 kJ/mol

***

Question: Among the records above, which one has the lowest electronic energy?
Answer: C41H34AsN3O2RuS4Sb